{
  "formula": "C18H23NO5",
  "method": "ωB97M-V/def2-TZVPD",
  "symbols": ["C", "O", "C", "C", "N", "C", "O", "C", "C", "C", "H", "H", "H", "C", "H", "H", "H", "H", "H", "O", "C", "O", "C", "C", "C", "C", "C", "C", "C", "C", "O", "C", "H", "H", "H", "H", "H", "H", "H", "H", "H", "H", "H", "H", "H", "H", "H"],
  "positions_angstrom": [[1.53064, 4.33295, 0.40197], [0.28449, 3.65572, 0.27966], [-0.38538, 3.71473, 1.46838], [0.23253, 3.11881, 2.71692], [0.60048, 1.93102, 2.26582], [1.81478, 1.44067, 2.29240], [2.70231, 2.11632, 2.72315], [2.10353, -0.01617, 1.54469], [2.32892, -1.11142, 2.64636], [3.56779, -0.95861, 3.25174], [3.82538, -0.14876, 3.82414], [4.55141, -1.12974, 2.56672], [3.72808, -1.55752, 3.94552], [1.12745, -1.20411, 3.75548], [1.32788, -1.91170, 4.31733], [0.07700, -1.13773, 3.39814], [1.05417, -0.08310, 4.29848], [2.11332, -2.04611, 2.20533], [2.89757, -0.14680, 0.83406], [0.77575, -0.36354, 0.94888], [1.06869, -0.95314, -0.33409], [2.03643, -1.51413, -0.47092], [-0.26556, -1.21716, -0.98868], [-0.38754, -1.80662, -2.05767], [-1.30985, -1.93061, -3.09565], [-1.66864, -2.43615, -4.30728], [-2.94610, -2.33289, -4.92907], [-3.93768, -2.21768, -4.26366], [-4.00690, -1.48361, -2.84895], [-2.81717, -1.38778, -2.31461], [-2.65279, -0.97187, -1.09651], [-1.41503, -0.36110, -0.58116], [-1.43736, 0.60957, -0.68299], [-1.63303, -0.47096, 0.54156], [-4.86229, -1.12476, -2.45073], [-4.92564, -2.36306, -4.70739], [-2.80287, -2.88656, -6.01408], [-0.91067, -2.79591, -4.54102], [0.58466, -2.25596, -2.58938], [-0.08443, 1.11507, 2.16276], [0.99680, 3.57968, 3.13819], [-0.51160, 3.05749, 3.88532], [-0.46137, 4.99167, 1.93091], [-1.40107, 3.57692, 1.38829], [1.63688, 5.44106, 0.68026], [1.88449, 4.28328, -0.76947], [2.21147, 3.96084, 1.01390]],
  "lowdin_charge": [-0.101, -0.145, -0.262, -0.227, 0.015, -0.426, 0.080, -0.072, -0.341, -0.099, 0.072, 0.168, 0.000, 0.015, -0.033, 0.076, 0.143, 0.125, 0.137, -0.058, -0.392, 0.209, -0.118, -0.053, 0.009, -0.018, -0.160, -0.092, 0.046, -0.219, -0.013, -0.037, 0.080, 0.158, 0.067, 0.113, 0.176, -0.009, 0.190, 0.187, 0.050, 0.223, 0.185, 0.078, 0.112, 0.150, 0.007],
  "e_homo_ev": -8.57,
  "e_above_lowest_kj_mol": 1718.7,
  "energy_ev": -30751.350,
  "gap_ev": 8.2
}

***

{
  "formula": "C14H51N11O11",
  "method": "ωB97M-V/def2-TZVPD",
  "symbols": ["C", "O", "C", "C", "C", "N", "H", "H", "H", "H", "H", "H", "H", "H", "H", "H", "H", "N", "C", "N", "O", "H", "H", "H", "H", "N", "C", "N", "O", "H", "H", "H", "H", "N", "C", "N", "O", "H", "H", "H", "H", "N", "C", "N", "O", "H", "H", "H", "H", "N", "C", "N", "O", "H", "H", "H", "H", "C", "O", "H", "H", "H", "H", "C", "O", "H", "H", "H", "H", "C", "O", "H", "H", "H", "H", "C", "O", "H", "H", "H", "H", "C", "O", "H", "H", "H", "H"],
  "positions_angstrom": [[1.89329, 1.00753, 3.08330], [2.35177, -0.27295, 3.38647], [1.48016, -1.12806, 4.16097], [2.09293, -2.42210, 4.64349], [2.00889, -3.55836, 3.62994], [1.27001, -2.90132, 5.78703], [1.76903, 1.65184, 3.96057], [0.95254, 1.14188, 2.52558], [2.62087, 1.46081, 2.40705], [1.08213, -0.52583, 4.98563], [0.63730, -1.20587, 3.45942], [3.13455, -2.23171, 4.90201], [1.01401, -3.59474, 3.17581], [2.32705, -4.50863, 4.04748], [2.59880, -3.39518, 2.71930], [0.30744, -2.62200, 5.61687], [1.52132, -2.37449, 6.62053], [4.12259, -0.46775, 0.95235], [4.43882, -1.59882, 0.27749], [5.61127, -1.51851, -0.45362], [3.83979, -2.66225, 0.44155], [3.46554, -0.37439, 1.71209], [4.88679, 0.18285, 0.95885], [6.23070, -2.29974, -0.32993], [5.98679, -0.60366, -0.61907], [2.90905, 2.06777, -0.83367], [3.48784, 3.15965, -0.23621], [4.18818, 3.93499, -1.12286], [3.42186, 3.36093, 0.97125], [2.77110, 2.10558, -1.82481], [2.39742, 1.43844, -0.23784], [4.75691, 4.65897, -0.72598], [4.06421, 3.72260, -2.08991], [0.26523, 2.69487, -3.83049], [0.34778, 4.01109, -3.49733], [-0.55723, 4.32384, -2.52975], [1.14323, 4.79845, -4.00528], [-0.45241, 2.18439, -3.34495], [0.82414, 2.23914, -4.52326], [-0.55305, 5.24763, -2.14064], [-1.07986, 3.59909, -2.07637], [0.72360, -0.61420, -0.10426], [-0.36085, 0.12883, -0.42641], [-0.50531, 0.19219, -1.77846], [-1.16992, 0.65592, 0.35203], [1.12043, -0.97932, -0.95015], [0.99643, -0.75357, 0.85080], [-1.37551, 0.57582, -2.12544], [0.03232, -0.48189, -2.30158], [-3.91076, 0.78317, -0.59462], [-5.18290, 0.69882, -1.04778], [-5.89314, -0.32598, -0.48525], [-5.62091, 1.38956, -1.97460], [-3.70273, 0.20467, 0.18664], [-3.29855, 1.52302, -0.87614], [-6.88212, -0.39817, -0.62674], [-5.46718, -0.92036, 0.22210], [-1.59780, 3.52885, 1.72969], [-1.26293, 3.35069, 0.35005], [-2.67961, 3.64432, 1.84675], [-1.27159, 2.65826, 2.30112], [-1.10385, 4.45150, 2.03117], [-1.26823, 2.36971, 0.23665], [-4.31216, -1.05506, 2.66243], [-5.07199, -1.92182, 1.76804], [-4.22708, -0.10161, 2.15631], [-4.77659, -0.94466, 3.64093], [-3.32257, -1.49234, 2.80013], [-5.41655, -2.59467, 2.36315], [2.23305, -2.80236, -2.83499], [1.00971, -2.08758, -3.01366], [2.14187, -3.68451, -2.19339], [2.59732, -3.16547, -3.79607], [2.96295, -2.19306, -2.30416], [0.53995, -2.46197, -3.76256], [-2.43172, 0.41930, -4.46429], [-2.53201, 1.35130, -3.35439], [-1.47292, 0.57693, -4.95446], [-2.60144, -0.56081, -4.02719], [-3.27601, 0.68288, -5.09864], [-2.91947, 2.20523, -3.56249], [-2.34220, -3.21297, -1.26355], [-3.22603, -3.67266, -2.27427], [-2.27868, -3.83349, -0.36924], [-1.35448, -2.98959, -1.67467], [-2.66882, -2.24605, -0.87425], [-3.15178, -4.62276, -2.38738]],
  "lowdin_charge": [-0.128, -0.229, -0.180, -0.404, -0.068, 0.024, 0.098, 0.081, 0.061, 0.122, 0.124, 0.146, 0.077, 0.075, 0.061, 0.067, 0.070, 0.180, -0.665, 0.137, 0.003, 0.063, 0.099, 0.102, 0.085, 0.157, -0.668, 0.157, 0.012, 0.082, 0.063, 0.105, 0.089, 0.152, -0.685, 0.170, 0.001, 0.034, 0.100, 0.109, 0.064, 0.205, -0.622, 0.189, -0.017, 0.076, 0.096, 0.054, 0.062, 0.172, -0.667, 0.159, -0.007, 0.051, 0.080, 0.101, 0.046, -0.146, -0.172, 0.073, 0.065, 0.077, 0.008, -0.103, -0.150, 0.064, 0.083, 0.078, 0.082, -0.121, -0.151, 0.085, 0.084, 0.068, 0.088, -0.080, -0.195, 0.071, 0.084, 0.090, 0.097, -0.160, -0.112, 0.080, 0.056, 0.065, 0.072],
  "e_homo_ev": -9.25,
  "energy_ev": -54260.880,
  "smiles": "COC[C@H](C)N.NC(N)=O.NC(N)=O.NC(N)=O.NC(N)=O.NC(N)=O.CO.CO.CO.CO.CO",
  "gap_ev": 9.4
}

***

{
  "formula": "C19H19F3N4O3",
  "method": "ωB97M-V/def2-TZVPD",
  "symbols": ["O", "C", "N", "C", "C", "C", "C", "C", "C", "C", "O", "C", "O", "C", "C", "C", "N", "C", "N", "C", "C", "C", "C", "F", "F", "F", "N", "C", "C", "H", "H", "H", "H", "H", "H", "H", "H", "H", "H", "H", "H", "H", "H", "H", "H", "H", "H", "H"],
  "positions_angstrom": [[-1.98005, -2.35996, 1.81266], [-1.58174, -2.10681, 0.69588], [-2.39239, -2.06921, -0.38397], [-3.83142, -2.22260, -0.28026], [-4.53638, -0.89920, -0.43500], [-5.33432, -0.63747, -1.53611], [-5.97707, 0.58823, -1.70459], [-5.77715, 1.53584, -0.73235], [-4.96653, 1.28211, 0.37777], [-4.33754, 0.07601, 0.54948], [-4.94102, 2.38870, 1.18160], [-5.76857, 3.34433, 0.55457], [-6.27852, 2.80636, -0.64732], [-0.10482, -1.88334, 0.37786], [0.56308, -3.25267, 0.20140], [2.01130, -3.06269, -0.26136], [2.57476, -1.87335, 0.33972], [3.37448, -1.05965, -0.34917], [3.73563, -1.43099, -1.59319], [4.54448, -0.63496, -2.25141], [5.03827, 0.55541, -1.72230], [4.59899, 0.84510, -0.43841], [5.01429, 2.12515, 0.24901], [6.24786, 2.51572, -0.11268], [4.19226, 3.14296, -0.07113], [5.01207, 2.03291, 1.58011], [3.78260, 0.07527, 0.24839], [2.05516, -1.52612, 1.64146], [0.57774, -1.12554, 1.52564], [-2.03068, -1.75804, -1.27137], [-4.17202, -2.93158, -1.03976], [-4.01814, -2.63695, 0.71415], [-5.47453, -1.40312, -2.28424], [-6.60295, 0.78704, -2.55791], [-3.71915, -0.12141, 1.40915], [-6.60351, 3.60620, 1.22443], [-5.18359, 4.25121, 0.33352], [-0.00647, -1.32255, -0.55702], [0.52157, -3.78208, 1.15383], [0.02418, -3.85050, -0.53498], [2.06502, -2.94138, -1.34502], [2.61444, -3.93655, 0.01315], [4.81199, -0.95967, -3.24867], [5.70765, 1.20123, -2.26145], [2.64936, -0.70716, 2.04338], [2.16616, -2.39959, 2.28987], [0.05965, -1.36350, 2.45612], [0.49314, -0.05259, 1.35218]],
  "lowdin_charge": [0.066, -0.481, 0.080, -0.128, -0.213, -0.048, 0.009, -0.206, -0.192, 0.064, 0.040, -0.157, 0.035, -0.227, -0.120, -0.139, -0.066, -0.332, 0.132, -0.115, 0.003, -0.181, -0.581, 0.136, 0.142, 0.151, 0.203, -0.130, -0.107, 0.147, 0.122, 0.128, 0.107, 0.117, 0.129, 0.140, 0.140, 0.145, 0.125, 0.122, 0.110, 0.128, 0.112, 0.111, 0.114, 0.130, 0.115, 0.121],
  "e_homo_ev": -8.24,
  "energy_ev": -40267.761,
  "smiles": "O=C(NCc1ccc2c(c1)OCO2)C1CCN(c2nccc(C(F)(F)F)n2)CC1",
  "gap_ev": 8.8
}

***

{
  "formula": "C13H22AlCaClFLiNNaO16P2",
  "method": "ωB97M-V/def2-TZVPD",
  "symbols": ["C", "O", "C", "C", "O", "C", "P", "C", "O", "H", "H", "H", "H", "H", "H", "H", "H", "H", "H", "H", "H", "H", "Na", "O", "P", "O", "O", "O", "Al", "O", "Cl", "O", "O", "O", "Ca", "N", "C", "C", "C", "C", "C", "H", "H", "H", "H", "H", "O", "C", "C", "O", "H", "H", "H", "H", "Li", "F", "C", "O", "O", "O"],
  "positions_angstrom": [[-4.18934, 3.03913, -1.09351], [-3.52225, 2.30223, -0.15026], [-4.02654, 1.07237, 0.39399], [-2.91831, 0.12046, -0.16940], [-2.03158, -0.50216, 0.75195], [-1.51273, 0.37876, 1.75768], [-3.83948, -1.18673, -1.14478], [-2.64825, -2.35488, -1.94990], [-4.61704, -1.98459, 0.05085], [-4.41312, 2.35617, -1.90198], [-3.43749, 3.73960, -1.42504], [-5.07127, 3.58103, -0.75920], [-4.28151, 1.09090, 1.44483], [-4.94234, 0.77613, -0.11545], [-2.38339, 0.69677, -0.89348], [-0.63246, -0.04923, 2.21867], [-1.24804, 1.36257, 1.38478], [-2.23342, 0.48336, 2.55771], [-2.52850, -3.23287, -1.32648], [-3.09112, -2.71498, -2.86620], [-1.70277, -1.90542, -2.19834], [-4.16685, -1.83349, 0.89828], [-4.19826, 2.72813, -3.53464], [0.26348, 0.72362, -3.87347], [-0.12042, 1.50354, -2.58348], [0.85031, 2.61871, -2.35921], [-0.46791, 0.68951, -1.31166], [-1.48808, 2.19641, -3.19303], [-0.55154, 2.39473, -4.79250], [-0.37337, 4.17201, 0.64045], [-0.92364, 5.40364, 0.08045], [-2.11604, 5.08116, -0.67762], [0.05912, 6.02715, -0.75188], [-1.27023, 6.27684, 1.17577], [-0.35913, -1.77962, -0.15920], [3.37581, -1.29404, -2.45517], [3.26638, -0.21204, -3.22620], [4.35763, 0.52787, -3.66378], [5.62537, 0.12315, -3.27690], [5.75270, -1.00013, -2.47276], [4.59977, -1.67110, -2.09185], [2.25967, 0.07428, -3.50351], [4.20834, 1.39724, -4.28870], [6.50149, 0.67506, -3.59562], [6.72227, -1.34993, -2.14534], [4.65374, -2.55431, -1.46393], [0.55435, -0.43597, 6.66411], [0.39616, -0.49395, 5.45083], [1.41049, -2.11026, 4.80107], [1.24263, -2.12107, 3.57160], [0.86133, 0.26948, 4.79099], [-0.60619, -0.73038, 5.02601], [0.98542, -2.93674, 5.41945], [2.43620, -1.96428, 5.20012], [0.66334, 1.39592, -0.27775], [2.31647, -4.18650, 4.71484], [4.58656, -6.17461, 3.24436], [4.13218, -6.54969, 2.15094], [5.59245, -5.40672, 3.38166], [4.13552, -6.53991, 4.36947]],
  "lowdin_charge": [-0.146, -0.166, -0.147, -0.460, -0.438, -0.080, 0.901, -0.313, -0.310, 0.021, 0.068, 0.112, 0.128, 0.083, 0.070, 0.067, 0.094, 0.096, 0.009, 0.028, -0.026, 0.057, 0.568, -0.436, -0.013, -0.341, -0.556, -0.491, 0.462, -0.401, 0.643, -0.393, -0.349, -0.375, 1.159, 0.054, -0.142, -0.065, -0.096, -0.085, -0.157, 0.068, 0.101, 0.096, 0.095, 0.108, -0.039, -0.290, -0.356, -0.115, 0.100, 0.093, 0.100, 0.104, 0.535, -0.553, -0.965, 0.068, 0.096, 0.123],
  "e_homo_ev": -0.19,
  "energy_ev": -111551.148,
  "charge": -2,
  "gap_ev": 1.4
}

***

{
  "formula": "C7H8Cl2O4PmPr",
  "method": "ωB97M-V/def2-TZVPD",
  "symbols": ["Pr", "Pm", "Cl", "Cl", "C", "C", "C", "O", "O", "O", "C", "C", "C", "O", "C", "H", "H", "H", "H", "H", "H", "H", "H"],
  "positions_angstrom": [[-0.53632, 4.17076, -0.49700], [0.11714, 0.08234, 0.59893], [1.46548, 2.71628, 0.77933], [-1.08620, 1.32618, -1.44581], [-1.27376, -1.78353, -0.17816], [-1.06202, 4.38022, 1.80992], [-2.82666, 3.72878, 0.19902], [-1.78540, -2.68663, -0.69753], [-1.43007, 4.38133, 2.90735], [-3.84533, 3.52086, 0.70565], [2.54129, -2.91378, -1.35605], [3.32942, -2.59220, -0.06929], [2.69702, -1.30407, 0.50849], [1.70145, -0.86803, -0.48851], [1.91503, -1.58623, -1.76846], [3.18453, -3.31279, -2.14772], [1.75170, -3.64348, -1.15117], [4.38204, -2.40853, -0.30265], [3.27472, -3.41211, 0.65393], [2.20554, -1.48303, 1.48239], [3.44395, -0.49874, 0.62046], [2.59235, -0.95059, -2.35907], [0.93951, -1.64585, -2.24577]],
  "mulliken_spin": [2.015, 4.031, -0.014, -0.014, -0.011, -0.003, -0.001, 0.003, 0.003, 0.000, 0.000, 0.000, -0.001, -0.005, 0.000, 0.000, 0.000, 0.000, 0.000, 0.000, 0.000, -0.001, -0.001],
  "e_homo_ev": [-23.42, -23.42],
  "e_above_lowest_kj_mol": 0.0,
  "spin_multiplicity": 7,
  "energy_ev": -71201.775,
  "charge": 4,
  "gap_ev": [6.3, 6.7]
}

***

{
  "formula": "C5H10N5",
  "method": "ωB97M-V/def2-TZVPD",
  "symbols": ["C", "C", "C", "C", "C", "N", "N", "N", "N", "N", "H", "H", "H", "H", "H", "H", "H", "H", "H", "H"],
  "positions_angstrom": [[1.99085, -0.01723, -0.18845], [-1.49729, -0.17191, 0.14613], [0.80937, -1.59518, -0.60686], [3.02456, 1.02658, -0.33945], [-2.87652, 0.32495, 0.29524], [2.13240, -1.39145, -0.13864], [-0.50207, 0.53190, -0.47313], [-0.19592, -2.23463, 0.19449], [0.70159, -0.12607, -0.62501], [-1.36083, -1.45957, 0.29304], [3.14746, 1.74768, 0.58025], [2.79181, 1.69476, -1.10758], [3.95536, 0.57817, -0.67439], [-2.80928, 1.41390, 0.31206], [-3.19990, -0.06606, 1.23751], [-3.68596, -0.00161, -0.51878], [2.97410, -1.85413, -0.43759], [-0.67492, 1.39136, -1.00901], [0.03300, -2.69178, 1.00610], [-2.14494, -2.03720, 0.54131]],
  "lowdin_charge": [-0.248, -0.267, -0.213, -0.002, 0.016, 0.138, 0.153, 0.065, -0.006, 0.106, 0.134, 0.056, 0.089, 0.095, 0.086, 0.165, 0.152, 0.192, 0.107, 0.180],
  "e_homo_ev": [-10.74, -10.74],
  "e_above_lowest_kj_mol": 470.4,
  "energy_ev": -12785.832,
  "charge": 1,
  "gap_ev": [7.0, 7.0]
}